Computed, not measured: the ion C4H9N2O with charge +1, with the ωB97M-V functional and the def2-TZVPD basis.

Summary:
energy: -9314.363 eV
SMILES string: C=C(O)CC(N)=[NH2+]
LUMO energy: -3.61 eV
F_max: 4.0 eV/A
charge: +1
frontier orbital gap: 10.16 eV

Last column: Mulliken charge in e.
Element x y z (Å)
C -0.035 1.552 -1.333  -0.86
C 0.516 0.383 -1.147  0.68
O 0.618 -0.680 -2.004  -0.53
C 0.966 0.028 0.347  -1.03
C -0.211 -0.441 1.004  0.88
N -0.722 -1.541 0.440  -0.31
N -0.890 0.200 1.911  -0.34
H -0.529 2.039 -2.170  0.35
H -0.151 2.078 -0.417  0.23
H 1.145 -0.653 -2.787  0.35
H 1.761 -0.657 0.156  0.32
H 1.450 0.913 0.810  0.38
H -0.218 -1.784 -0.400  0.19
H -1.423 -2.146 0.865  0.24
H -0.649 1.060 2.296  0.22
H -1.628 -0.351 2.426  0.24

Computed, not measured: the ion C5H13N2 with charge +1, with the ωB97M-V functional and the def2-TZVPD basis.

Summary:
energy: -8367.400 eV
SMILES string: N/C=C/CCC[NH3+]
LUMO energy: -3.68 eV
F_max: 5.5 eV/A
charge: +1
frontier orbital gap: 7.66 eV

Last column: Mulliken charge in e.
Element x y z (Å)
N -0.038 -3.452 -0.427  -0.42
C -0.865 -2.254 -0.331  -0.35
C -0.385 -0.973 -0.347  -0.30
C -1.187 0.201 0.227  -0.30
C -0.400 1.269 1.039  -0.75
C 0.365 2.183 0.056  -0.68
N 1.596 1.390 -0.356  -0.20
H 0.787 -3.531 -0.933  0.19
H -0.576 -4.230 -0.023  0.22
H -1.829 -2.397 0.069  0.35
H 0.580 -0.796 -0.796  0.18
H -1.678 0.610 -0.730  0.23
H -2.017 -0.237 0.774  0.38
H 0.258 0.964 1.800  0.46
H -1.084 2.009 1.500  0.30
H 0.902 3.139 0.430  0.34
H -0.225 2.388 -0.756  0.42
H 1.902 1.635 -1.267  0.35
H 2.345 1.665 0.465  0.45
H 1.548 0.416 -0.393  0.14